Entry from the Open Molecules 2025 dataset: a 20-piece molecular cluster, C28H103N7O20 overall (ωB97M-V/def2-TZVPD).

As for the total charge: 0. As for the HOMO energy: -8.463 eV. For the frontier orbital gap, the calculation gives 8.602 eV.

Structure (XYZ):
```
158
C28H103N7O20 (ωB97M-V/def2-TZVPD)
O 1.3646 4.7871 -1.0548
H 1.4260 4.2629 -0.2616
H 0.4571 5.1732 -0.9497
O -2.8083 3.0790 -0.4148
H -3.6601 3.5355 -0.5435
H -3.0704 2.2944 -0.9012
O 1.7346 3.5227 1.6050
H 1.4819 3.9951 2.3787
H 2.6272 3.1935 1.7716
O -6.2753 2.8725 -0.7321
H -6.3447 2.8264 0.2348
H -6.5184 1.9436 -1.0276
O -3.9046 -1.4371 -3.5113
H -4.4642 -1.2509 -4.3111
H -3.0091 -1.7087 -3.7881
O 3.2427 -5.2413 -1.8641
H 2.5231 -5.8384 -1.5732
H 3.9652 -5.4527 -1.2752
O -3.5373 0.7652 -1.5751
H -2.9505 0.4222 -0.8562
H -3.7953 -0.0475 -2.0766
O -3.3530 2.2091 2.0261
H -2.6923 2.5381 2.7061
H -3.0328 2.4132 1.1538
O -1.2845 1.2342 -4.3221
H -1.9405 1.0251 -3.6472
H -0.8012 2.0593 -3.9997
O -0.0047 3.5611 -3.5133
H 0.6741 3.5045 -2.8278
H -0.2386 4.4954 -3.6060
O 1.5330 -3.5705 -4.4440
H 1.9195 -4.2059 -3.8554
H 2.3391 -3.0520 -4.6355
O -0.8058 -1.6567 -3.9904
H 0.0340 -1.9987 -4.2811
H -0.7409 -0.7123 -4.1735
O -5.9618 2.9625 1.9906
H -5.1031 2.5165 2.1616
H -5.7547 3.9171 2.0914
C 0.4105 -4.0469 4.8208
C 0.2150 -2.5587 4.7088
C 1.4951 -1.7852 4.4260
O 1.1047 -0.4177 4.3497
C 2.2734 0.4349 4.2876
N -0.8179 -2.3961 3.5621
H 1.1745 -4.2670 4.0815
H -0.4895 -4.6296 4.6792
H 1.0119 -4.3447 5.6758
H -0.2708 -2.0813 5.5872
H 2.0520 -2.0926 3.5908
H 2.1644 -1.9839 5.2727
H 2.7924 0.5408 5.2631
H 1.8335 1.4215 3.9755
H 2.8835 0.0728 3.4544
H -0.8656 -1.3900 3.4703
H -0.2712 -2.6702 2.6734
C 0.2567 3.3972 5.6295
C -1.0456 3.3580 4.6977
C -1.1864 4.6430 4.0342
O -0.0398 4.9805 3.2464
C -0.4131 5.8478 2.1396
N -0.9988 2.2227 3.6496
H 1.0476 3.8678 5.0593
H 0.4584 2.3883 5.9489
H 0.0553 4.0696 6.5158
H -1.9034 3.1904 5.3108
H -1.2835 5.4847 4.8169
H -2.1382 4.6818 3.4764
H -0.9159 6.7771 2.3988
H -1.1409 5.3021 1.5165
H 0.4780 5.9107 1.5850
H -0.0663 2.1544 3.2977
H -1.3406 1.2381 3.8750
C -3.9062 -2.2374 1.6471
C -3.4351 -3.5167 0.9494
C -2.0579 -3.3560 0.1944
O -1.8550 -4.5861 -0.5579
C -0.7634 -4.7002 -1.4842
N -3.5972 -4.6738 1.8046
H -3.3426 -1.9686 2.5097
H -4.9822 -2.5049 1.9102
H -3.9895 -1.3685 1.0143
H -4.0847 -3.6252 0.1061
H -1.2683 -3.2958 0.9162
H -2.0989 -2.4437 -0.4510
H 0.2461 -4.5725 -1.0452
H -0.8585 -3.8936 -2.2426
H -0.8682 -5.6753 -1.8933
H -3.0653 -4.5436 2.6432
H -3.4279 -5.5394 1.3112
C -1.6308 7.9714 -0.8479
C -1.7420 6.8882 -1.9000
C -0.5662 7.1511 -2.8447
O -0.6590 6.1779 -3.8643
C 0.1140 6.5880 -4.9759
N -1.5252 5.5996 -1.2264
H -0.7745 7.8896 -0.1117
H -2.6091 7.9558 -0.2477
H -1.6011 8.9986 -1.2648
H -2.7054 7.0612 -2.4336
H 0.4051 7.1280 -2.4120
H -0.7162 8.1035 -3.3789
H -0.4316 7.2951 -5.6065
H 0.3299 5.7729 -5.6169
H 1.0981 7.0163 -4.6998
H -1.3418 4.7359 -1.7833
H -2.3208 5.3051 -0.6870
C 2.1611 0.3334 -4.4516
C 3.4816 -0.3341 -4.0541
C 4.4053 0.4575 -3.1800
O 5.6975 -0.1532 -3.3195
C 6.5741 0.2592 -2.3009
N 3.2931 -1.6981 -3.5332
H 2.3267 1.4561 -4.4282
H 1.3524 0.2546 -3.7267
H 1.8816 -0.0135 -5.4580
H 4.1762 -0.4821 -4.9656
H 4.0216 0.5154 -2.1346
H 4.4963 1.5137 -3.6004
H 6.5539 1.3245 -2.0531
H 7.5408 -0.0049 -2.6105
H 6.2742 -0.2743 -1.3407
H 4.2046 -2.1658 -3.2411
H 2.6788 -1.7497 -2.7532
C -0.0369 1.5329 -0.7314
C -0.0506 0.1701 -0.1300
C 1.1801 -0.2038 0.6273
O 1.2948 -1.5811 1.0313
C 1.7728 -2.5293 0.0521
N -1.2824 0.0662 0.7564
H 0.0776 2.3098 -0.0105
H -0.9375 1.7488 -1.3284
H 0.9394 1.6688 -1.3278
H -0.2076 -0.5736 -0.9869
H 1.1764 0.3672 1.5068
H 2.1178 0.1446 -0.0112
H 1.5682 -3.4764 0.4809
H 2.8010 -2.4549 -0.1348
H 1.3603 -2.3961 -0.9412
H -1.1079 -0.7727 1.2931
H -1.3800 0.8644 1.3644
C 0.1125 -8.7722 0.0941
C 0.8586 -7.4624 -0.0068
C 1.8448 -7.3437 1.0788
O 2.4446 -6.0406 0.9804
C 3.7475 -5.8700 1.5116
N 1.5971 -7.3350 -1.3482
H -0.5187 -8.9502 -0.7657
H -0.5036 -8.8766 0.9754
H 0.7996 -9.6097 0.0786
H 0.1488 -6.6494 0.0564
H 2.5743 -8.2153 1.0887
H 1.3984 -7.4723 2.1111
H 4.5164 -6.3173 0.8175
H 3.8891 -6.3195 2.4846
H 3.8943 -4.7837 1.5799
H 2.0958 -8.2163 -1.6044
H 0.9371 -7.2836 -2.1062
```



Entry from the Open Molecules 2025 dataset: a 21-piece molecular cluster, C28H105N7O21 overall (ωB97M-V/def2-TZVPD).

As for the total charge: 0. As for the HOMO energy: -9.354 eV. For the frontier orbital gap, the calculation gives 8.886 eV.

Structure (XYZ):
```
161
C28H105N7O21 (ωB97M-V/def2-TZVPD)
C 6.8020 1.1773 0.4075
C 6.7743 1.1060 -1.1591
C 5.5426 0.3018 -1.7242
O 5.5699 -1.1075 -1.4508
C 4.4780 -1.7264 -2.1250
N 6.8580 2.4998 -1.6170
H 6.9544 0.2096 0.8854
H 5.8482 1.5574 0.7733
H 7.5706 1.8465 0.7943
H 7.6903 0.6327 -1.5128
H 5.4294 0.4945 -2.7910
H 4.6913 0.7250 -1.1910
H 4.6072 -1.8372 -3.2016
H 3.5932 -1.1183 -1.9372
H 4.2602 -2.7291 -1.7571
H 7.5745 3.0429 -1.1569
H 6.0559 2.8815 -1.1364
C 0.7510 -5.0134 5.8136
C 0.5648 -3.5247 6.1527
C 0.1047 -2.6325 4.9674
O 1.1018 -2.6646 3.9775
C 0.6770 -1.9736 2.8360
N -0.3414 -3.4652 7.2449
H 1.3501 -5.5252 6.5668
H 1.2566 -5.2717 4.8832
H -0.2092 -5.5283 5.7830
H 1.6113 -3.3493 6.4019
H 0.0310 -1.5819 5.2484
H -0.8764 -3.0152 4.6861
H 1.6098 -1.7977 2.3003
H 0.2204 -1.0182 3.0944
H 0.0359 -2.6624 2.2858
H -0.6498 -2.5036 7.2604
H -1.1806 -3.9159 6.9093
C -3.8056 4.3552 5.9519
C -2.5837 3.7094 5.3816
C -3.0998 2.3772 4.7124
O -2.0191 1.6840 4.0673
C -2.5168 0.5944 3.2963
N -1.9055 4.5478 4.3930
H -4.3952 3.6735 6.5647
H -4.5087 4.8021 5.2489
H -3.4744 5.1409 6.6310
H -1.8447 3.5551 6.1678
H -3.8239 2.5567 3.9177
H -3.5548 1.6479 5.3826
H -1.5888 0.0927 3.0219
H -2.9580 0.9184 2.3538
H -3.1444 -0.0703 3.8900
H -2.5498 4.4328 3.6238
H -1.2049 3.9932 3.9222
C -1.6034 -1.9112 0.6247
C -2.5342 -1.5120 -0.5222
C -1.7637 -0.8403 -1.6702
O -0.9823 0.2367 -1.2419
C 0.2510 0.4849 -1.9937
N -3.3357 -2.6228 -0.9203
H -0.9158 -2.6917 0.2990
H -2.0689 -2.2260 1.5587
H -0.9482 -1.0663 0.8368
H -3.2211 -0.8004 -0.0640
H -2.5083 -0.4887 -2.3843
H -1.1548 -1.6141 -2.1376
H -0.0294 0.9775 -2.9248
H 0.8314 -0.4165 -2.1903
H 0.7614 1.2371 -1.3923
H -3.9347 -2.8298 -0.1339
H -2.7809 -3.4574 -1.0451
C -5.6147 2.7107 -2.3094
C -4.1971 2.3804 -1.8573
C -3.1472 3.1719 -2.7012
O -3.1843 2.6490 -4.0107
C -2.2840 3.3012 -4.9245
N -4.1116 2.5000 -0.4121
H -5.8601 2.5044 -3.3512
H -5.9018 3.7326 -2.0615
H -6.3124 2.0402 -1.8077
H -4.0849 1.3319 -2.1331
H -2.1992 3.1457 -2.1640
H -3.4556 4.2089 -2.5685
H -2.0575 4.3511 -4.7388
H -2.6279 3.1967 -5.9536
H -1.3725 2.7036 -4.9114
H -3.1251 2.4630 -0.1984
H -4.2547 3.4841 -0.2360
C 3.5024 2.0686 -7.1538
C 3.5092 1.7364 -5.6420
C 2.5207 2.6684 -4.8287
O 2.7200 2.6910 -3.4077
C 3.8034 3.5315 -2.9822
N 3.0871 0.3848 -5.3828
H 4.0469 1.3606 -7.7785
H 3.8240 3.0850 -7.3809
H 2.4840 2.1347 -7.5367
H 4.5228 1.9503 -5.3029
H 1.5064 2.2910 -4.9585
H 2.4846 3.6904 -5.2060
H 3.9073 3.0606 -2.0046
H 3.4897 4.5752 -2.9971
H 4.7575 3.4156 -3.4963
H 3.2475 0.1978 -4.4033
H 3.7803 -0.2046 -5.8211
C 4.2903 0.5168 5.4408
C 4.6059 0.4519 3.9492
C 3.3099 0.8233 3.1811
O 3.4927 0.6877 1.7811
C 2.3646 1.1436 1.1137
N 5.8033 1.2142 3.6516
H 4.0227 1.5145 5.7887
H 5.0976 0.1799 6.0912
H 3.3558 -0.0371 5.5301
H 4.9405 -0.5688 3.7638
H 3.1023 1.8656 3.4233
H 2.4820 0.2056 3.5289
H 2.6316 1.4820 0.1125
H 1.9877 1.9938 1.6823
H 1.6361 0.3355 1.0475
H 5.7374 1.2764 2.6457
H 5.6548 2.2015 3.8037
O -2.2729 -5.2403 -3.0449
H -1.8803 -5.8076 -3.7084
H -2.7228 -4.5602 -3.5463
O 1.1254 -4.8801 0.2815
H 1.5478 -4.9338 1.1388
H 0.5648 -5.6549 0.2413
O -3.4883 -3.4907 3.2125
H -3.9625 -2.6629 3.1348
H -3.8467 -4.0391 2.5147
O -4.7616 -4.9109 1.2991
H -4.2855 -5.0901 0.4882
H -5.0773 -5.7677 1.5864
O -5.1138 -0.9800 -2.6125
H -6.0266 -1.2502 -2.7130
H -4.6738 -1.7502 -2.2527
O -1.0978 2.4803 0.0703
H -0.4601 2.9423 -0.4738
H -1.1048 1.5872 -0.2739
O -5.4788 0.2590 0.0339
H -5.0675 1.1233 0.0349
H -5.2094 -0.1339 -0.7964
O 0.4561 -0.4901 -5.1408
H 1.2097 0.0635 -5.3452
H 0.7800 -1.1019 -4.4796
O -4.9137 -1.1472 2.4981
H -5.6904 -0.9140 3.0068
H -5.0405 -0.7138 1.6542
O 1.8059 -2.6769 -3.7135
H 1.1889 -3.0528 -3.0856
H 2.5511 -3.2777 -3.7068
O -3.3497 -5.9027 -0.8018
H -2.5278 -6.2337 -0.4397
H -3.1008 -5.5011 -1.6343
O 0.6752 3.7705 -2.0901
H 0.5890 4.5930 -2.5721
H 1.4576 3.3585 -2.4566
O -3.8872 -0.1861 -5.0073
H -4.2481 0.6628 -5.2630
H -4.1819 -0.3102 -4.1050
O 0.1927 -4.0426 -2.0974
H -0.6317 -4.5220 -2.1792
H 0.5990 -4.3971 -1.3066
```



Entry from the Open Molecules 2025 dataset: C28H14AlF4N10OS as an isolated structure (ωB97M-V/def2-TZVPD).

As for the total charge: +1. As for the HOMO energy: -10.895 eV. For the frontier orbital gap, the calculation gives 5.874 eV.

Structure (XYZ):
```
59
C28H14AlF4N10OS (ωB97M-V/def2-TZVPD)
Al 0.5816 0.0362 -0.8138
N -0.1485 4.0667 0.3191
C -0.0766 2.8757 -0.2636
S 1.4926 2.1170 -0.4378
N -1.2172 2.3647 -0.7095
N -1.0322 1.1489 -1.2420
C -1.9482 0.5620 -1.9049
C -1.5630 -0.7321 -2.4797
C -2.4132 -1.5003 -3.2485
C -1.9579 -2.7113 -3.7456
C -0.6654 -3.1245 -3.4576
C 0.1344 -2.2991 -2.6943
N -0.2954 -1.1235 -2.2238
H 0.6676 4.5053 0.7064
H -1.0492 4.5027 0.4420
H -2.9286 1.0011 -2.0563
H -3.4174 -1.1487 -3.4485
H -2.6062 -3.3306 -4.3538
H -0.2812 -4.0694 -3.8154
H 1.1525 -2.5745 -2.4495
O -0.0350 -0.8460 0.5591
C 0.7192 -1.4784 1.4558
C 0.5123 -2.7390 1.8732
C 1.4713 -3.5660 2.5956
C 2.7497 -3.8079 2.2278
C 3.2921 -3.2730 0.9882
C 3.1731 -1.9828 0.6695
C 3.3210 -1.4296 -0.6816
N 2.4145 -0.6658 -1.2926
C 2.9461 -0.3242 -2.5364
C 4.1640 -0.8958 -2.6695
N 4.3802 -1.5805 -1.4909
H -0.4513 -3.1857 1.6437
H 1.0741 -4.1802 3.4005
H 3.3061 -4.5870 2.7389
H 3.6975 -3.9855 0.2705
H 2.4154 0.3184 -3.2227
H 4.8836 -0.8751 -3.4718
H 5.2230 -2.0718 -1.2351
F 1.8911 1.5293 3.0702
C 3.0405 2.0476 2.7110
C 3.1206 3.3777 2.6614
F 2.0197 4.0646 2.9058
C 4.3477 4.0995 2.3874
C 5.5216 3.2487 2.3310
C 5.4506 1.9188 2.3832
F 6.5791 1.2517 2.2542
C 4.1834 1.1827 2.4420
C 4.1113 -0.1549 2.1758
C 2.8919 -0.9347 1.7289
N 1.7079 -0.6610 2.0464
C 5.3161 -0.9547 2.1276
N 6.2196 -1.6683 2.1296
F 6.7018 3.8133 2.1685
C 4.4010 5.4388 2.1930
C 5.6262 6.1515 1.9407
N 6.5635 6.7768 1.7103
C 3.2248 6.2725 2.1501
N 2.3180 6.9738 2.0631
```



Entry from the Open Molecules 2025 dataset: C28H14AlF4N10OS as an isolated structure (ωB97M-V/def2-TZVPD).

As for the total charge: +1. As for the HOMO energy: -10.390 eV. For the frontier orbital gap, the calculation gives 4.022 eV.

Structure (XYZ):
```
59
C28H14AlF4N10OS (ωB97M-V/def2-TZVPD)
Al 0.2480 1.3554 0.0711
N -0.6726 -1.3773 3.3749
C -0.5288 -0.6332 2.2767
S 1.0512 -0.0269 1.9095
N -1.5882 -0.4480 1.5223
N -1.4017 0.2779 0.4443
C -2.3585 0.4629 -0.4002
C -2.0462 1.2491 -1.5566
C -2.9348 1.4201 -2.6213
C -2.5432 2.1734 -3.7096
C -1.2801 2.7567 -3.6978
C -0.4544 2.5348 -2.6113
N -0.8202 1.7996 -1.5720
H 0.0954 -1.5026 4.0119
H -1.5968 -1.6850 3.6341
H -3.3352 0.0171 -0.2556
H -3.9029 0.9484 -2.5834
H -3.2031 2.3113 -4.5519
H -0.9334 3.3531 -4.5236
H 0.5451 2.9456 -2.5663
O -0.3841 2.6176 1.0590
C 0.0866 3.5743 1.8325
C -0.6818 4.0875 2.8824
C -0.1668 5.0591 3.7120
C 1.1236 5.5416 3.5070
C 1.8906 5.0523 2.4692
C 1.3972 4.0573 1.6181
C 2.1838 3.4923 0.5479
N 1.9276 2.3848 -0.1675
C 2.9611 2.2362 -1.0499
C 3.8432 3.2571 -0.8863
N 3.3423 4.0321 0.1160
H -1.6771 3.6914 3.0232
H -0.7666 5.4403 4.5238
H 1.5304 6.2971 4.1615
H 2.8936 5.4300 2.3377
H 2.9957 1.4137 -1.7330
H 4.7602 3.4989 -1.3799
H 3.7587 4.8826 0.4616
F -1.1736 -2.1947 -0.7246
C -0.6582 -3.4319 -0.6760
C -1.4224 -4.4435 -0.1759
F -2.6378 -4.1568 0.2869
C -0.9553 -5.7941 -0.1535
C 0.3760 -5.9926 -0.6459
C 1.1253 -4.9689 -1.1635
F 2.3636 -5.2078 -1.5897
C 0.6508 -3.6279 -1.1891
C 1.4257 -2.5446 -1.6423
C 1.1084 -1.2379 -1.3484
N 0.9362 -0.1321 -1.0340
C 2.5979 -2.6865 -2.4186
N 3.5140 -2.7341 -3.1047
F 0.9098 -7.2064 -0.5740
C -1.7637 -6.8449 0.2775
C -1.3764 -8.1998 0.2262
N -1.1235 -9.3174 0.1812
C -3.0840 -6.6670 0.7394
N -4.1705 -6.5895 1.0983
```



Entry from the Open Molecules 2025 dataset: C28H16Cl2F4IrN7O as an isolated structure (ωB97M-V/def2-TZVPD).

As for the total charge: +3. As for the expectation value of S²: 0.78. Its spin multiplicity is 2. As for the HOMO energy (spin up / spin down): -16.339 / -16.334 eV. For the frontier orbital gap (spin up / spin down), the calculation gives 6.145 / 3.843 eV.

Structure (XYZ):
```
59
C28H16Cl2F4IrN7O (ωB97M-V/def2-TZVPD)
Ir -0.5972 -1.6076 0.0523
C -1.8295 -5.7949 -0.2568
C -1.7092 -4.4012 -0.7725
O -1.4428 -3.4752 0.0527
N -1.8777 -4.1858 -2.0634
C -1.8966 -2.8748 -2.7042
C -0.5192 -2.2958 -2.9028
C 0.0728 -2.3634 -4.1509
C 1.3629 -1.8936 -4.3439
C 2.0417 -1.3663 -3.2586
C 1.4017 -1.3053 -2.0405
N 0.1401 -1.7475 -1.8547
H -2.1867 -5.7753 0.7696
H -0.8399 -6.2587 -0.2684
H -2.4986 -6.3989 -0.8663
H -2.0824 -4.9912 -2.6386
H -2.5392 -2.2089 -2.1334
H -2.3630 -3.0040 -3.6777
H -0.4824 -2.7937 -4.9735
H 1.8275 -1.9458 -5.3198
H 3.0545 -0.9990 -3.3447
H 1.9011 -0.8910 -1.1775
Cl -1.0788 -1.6729 2.4474
C 0.2004 -2.9123 2.7446
Cl 1.3435 -2.8357 1.3815
H -0.2777 -3.8841 2.7605
H 0.7106 -2.6609 3.6680
F 1.2227 5.3830 0.6652
C 2.0093 4.6542 1.4403
C 2.9405 5.2597 2.2130
F 3.0415 6.5611 2.1746
C 3.8317 4.5119 3.0809
C 3.6500 3.0723 3.0555
C 2.7140 2.4934 2.2768
F 2.5742 1.1605 2.2817
C 1.8407 3.2371 1.4287
C 0.8834 2.6143 0.6370
C 0.6531 1.2262 0.5709
N 0.3017 0.1594 0.3105
C -0.0589 3.2568 -0.2322
N -0.8860 3.5587 -0.9721
F 4.4090 2.3118 3.8048
C 4.7720 5.1195 3.8680
C 4.9691 6.5335 3.9155
N 5.1561 7.6631 4.0163
C 5.6548 4.3989 4.7317
N 6.3630 3.8589 5.4578
N -6.5946 2.3124 -1.4174
C -5.6471 1.6788 -1.2140
C -4.4971 0.9081 -0.9691
C -3.2506 1.2940 -1.5460
C -2.1425 0.5394 -1.3036
C -2.2078 -0.6099 -0.4597
C -3.4695 -0.9919 0.0957
C -4.5890 -0.2558 -0.1467
H -3.1960 2.1870 -2.1562
H -1.2035 0.8385 -1.7488
H -3.5330 -1.8651 0.7340
H -5.5470 -0.5261 0.2784
```